Entry from OMol25: an isolated molecule of C17H18N2O5 (the ωB97M-V functional and the def2-TZVPD basis).

```
! wB97M-V def2-TZVPD RIJCOSX def2/J DEFGRID3
* xyz 0 1
C -8.017 -0.463 -0.008
H -8.103 -1.453 -0.462
H -8.558 0.275 -0.600
H -8.414 -0.486 1.008
O -6.655 -0.068 0.038
C -5.729 -0.999 -0.250
O -5.999 -2.139 -0.547
C -4.354 -0.465 -0.168
C -3.294 -1.320 -0.470
C -1.996 -0.868 -0.407
C -1.725 0.454 -0.042
C -2.783 1.310 0.262
C -4.082 0.852 0.197
H -4.899 1.516 0.431
H -2.573 2.329 0.540
N -0.395 0.845 0.017
C 0.122 2.091 0.280
O -0.525 3.104 0.426
N 1.496 2.127 0.329
C 2.433 1.086 0.319
C 3.623 1.262 -0.375
C 4.614 0.288 -0.415
C 4.399 -0.927 0.268
C 3.215 -1.084 0.976
C 2.242 -0.100 1.018
H 1.364 -0.252 1.625
H 3.037 -1.994 1.527
O 5.371 -1.895 0.208
C 5.179 -3.093 0.918
H 5.085 -2.915 1.994
H 4.301 -3.640 0.560
H 6.072 -3.686 0.729
O 5.702 0.648 -1.144
C 6.834 -0.187 -1.255
H 7.281 -0.393 -0.280
H 6.596 -1.129 -1.751
H 7.540 0.378 -1.865
H 3.813 2.180 -0.909
H 1.871 3.065 0.299
H 0.277 0.128 -0.225
H -1.177 -1.534 -0.642
H -3.515 -2.339 -0.751
*
```

* DFT total energy: -31139.036 eV
* LUMO: 0.537 eV
* Kohn-Sham gap: 8.70 eV
* highest occupied orbital energy: -8.162 eV
* structure (SMILES): COC(=O)c1ccc(NC(=O)Nc2ccc(OC)c(OC)c2)cc1
* energy relative to the best compared isomer or geometry (same formula, charge and spin): 177.4 kJ/mol

Charges computed using Löwdin, reported in e: -0.043 0.087 0.093 0.095 -0.045 -0.454 0.098 -0.136 -0.009 -0.014 -0.211 0.006 0.001 0.119 0.101 0.141 -0.515 0.074 0.132 -0.253 0.064 -0.191 -0.193 -0.012 -0.043 0.118 0.105 -0.118 -0.080 0.098 0.097 0.096 -0.062 -0.070 0.096 0.095 0.095 0.131 0.155 0.122 0.112 0.120



Entry from OMol25: an isolated molecule of C17H18N4OS2 at a distorted geometry (the ωB97M-V functional and the def2-TZVPD basis).

```
! wB97M-V def2-TZVPD RIJCOSX def2/J DEFGRID3
* xyz 0 1
C -0.893 -2.799 1.453
H -0.400 -2.284 2.274
H -1.684 -3.424 1.859
H -1.338 -2.056 0.794
C 0.112 -3.659 0.688
C 1.226 -2.847 0.147
N 2.465 -3.028 0.411
N 3.293 -2.184 -0.182
C 2.702 -1.307 -0.924
N 3.423 -0.413 -1.663
C 3.123 0.819 -2.202
O 3.958 1.396 -2.854
C 1.752 1.390 -1.905
C 1.571 1.599 -0.436
C 0.437 1.528 0.333
N 0.657 1.705 1.669
C 1.879 1.929 1.962
C 2.404 2.160 3.327
H 2.911 3.122 3.381
H 3.122 1.385 3.591
H 1.579 2.145 4.034
S 2.952 1.936 0.568
C -0.927 1.249 -0.107
C -1.406 1.601 -1.366
C -2.701 1.288 -1.733
C -3.556 0.625 -0.861
C -3.085 0.304 0.407
C -1.794 0.614 0.783
H -1.435 0.372 1.771
H -3.740 -0.195 1.107
C -4.962 0.301 -1.261
H -5.630 1.106 -0.951
H -5.045 0.192 -2.340
H -5.300 -0.616 -0.784
H -3.056 1.569 -2.714
H -0.782 2.153 -2.051
H 0.974 0.723 -2.286
H 1.690 2.342 -2.441
H 4.404 -0.668 -1.747
S 0.951 -1.493 -0.952
H -0.397 -4.162 -0.140
H 0.545 -4.418 1.341
*
```

* DFT total energy: -47600.117 eV
* LUMO: 0.383 eV
* Kohn-Sham gap: 8.75 eV
* highest occupied orbital energy: -8.370 eV
* structure (SMILES): CCc1nnc(NC(=O)Cc2sc(C)nc2-c2ccc(C)cc2)s1
* energy relative to the best compared isomer or geometry (same formula, charge and spin): 0.0 kJ/mol

Charges computed using Löwdin, reported in e: -0.102 0.084 0.075 0.042 -0.242 -0.580 -0.001 0.011 -0.587 0.107 -0.512 0.093 -0.141 -0.476 -0.309 0.098 -0.611 -0.078 0.078 0.080 0.083 1.121 -0.192 -0.026 -0.037 -0.278 -0.042 -0.042 0.109 0.115 -0.052 0.085 0.076 0.077 0.113 0.108 0.086 0.135 0.166 1.137 0.112 0.116



Entry from OMol25: a structure of composition C17H18N6O10V at a distorted geometry (the ωB97M-V functional and the def2-TZVPD basis).

```
! wB97M-V def2-TZVPD RIJCOSX def2/J DEFGRID3
* xyz 1 3
V 0.444 -1.016 0.451
O 0.283 -3.740 3.135
C 0.353 -3.206 2.066
O 0.386 -1.938 1.789
C 0.397 -3.944 0.746
C 0.366 -5.327 0.674
C 0.421 -5.909 -0.585
C 0.449 -5.077 -1.695
C 0.433 -3.698 -1.521
N 0.436 -3.129 -0.318
H 0.294 -5.906 1.583
H 0.425 -6.981 -0.695
H 0.470 -5.492 -2.690
H 0.398 -3.036 -2.377
C 1.542 1.014 -4.252
N 1.667 0.324 -2.983
C 2.363 -0.943 -3.047
C 1.072 0.731 -1.848
O 0.747 -0.145 -0.965
N 0.834 2.035 -1.658
C 1.664 3.095 -2.200
C -0.098 2.535 -0.666
H 1.178 0.303 -4.996
H 2.504 1.398 -4.594
H 0.822 1.822 -4.185
H 3.346 -0.771 -3.486
H 1.831 -1.658 -3.678
H 2.491 -1.358 -2.045
H 2.561 2.716 -2.675
H 1.967 3.733 -1.367
H 1.107 3.712 -2.907
H -0.947 1.858 -0.568
H -0.471 3.502 -1.010
H 0.417 2.666 0.289
O -5.132 2.759 3.486
N -4.036 3.125 3.836
O -3.787 4.036 4.583
C -2.903 2.401 3.282
C -1.614 2.770 3.631
C -0.532 2.140 3.050
C -0.693 1.089 2.105
O 0.290 0.544 1.513
C -2.053 0.720 1.824
C -3.129 1.361 2.380
N -2.167 -0.364 0.888
O -1.935 -0.104 -0.290
O -2.306 -1.493 1.296
N 0.813 2.604 3.344
O 0.977 3.176 4.388
O 1.654 2.412 2.493
H -1.459 3.569 4.343
H -4.141 1.083 2.123
*
```

* <S²>: 2.008
* DFT total energy: -73010.390 eV
* LUMO (spin up / spin down): -4.059 / -3.856 eV
* Kohn-Sham gap (spin up / spin down): 7.93 / 8.18 eV
* highest occupied orbital energy (spin up / spin down): -11.994 / -12.033 eV
* energy relative to the best compared isomer or geometry (same formula, charge and spin): 336.7 kJ/mol

Charges computed using Löwdin, reported in e: 1.130 0.194 -0.482 -0.139 -0.154 0.047 -0.007 -0.016 -0.084 0.062 0.137 0.124 0.118 0.110 -0.023 -0.112 -0.014 -0.350 -0.133 -0.085 -0.021 0.004 0.106 0.106 0.095 0.108 0.096 0.092 0.095 0.112 0.107 0.084 0.114 0.094 0.101 -0.367 0.112 -0.117 0.108 -0.040 -0.260 -0.136 -0.070 0.108 -0.336 0.068 0.154 -0.346 0.124 0.094 0.143 0.145



Entry from OMol25: an isolated molecule of C17H18N6O5S2 at a distorted geometry (the ωB97M-V functional and the def2-TZVPD basis).

```
! wB97M-V def2-TZVPD RIJCOSX def2/J DEFGRID3
* xyz 0 1
C 4.697 0.444 -6.176
C 4.260 -0.452 -5.034
H 3.246 -0.838 -5.194
H 4.933 -1.309 -4.915
O 4.274 0.316 -3.828
C 3.985 -0.353 -2.704
O 3.726 -1.528 -2.668
C 4.024 0.540 -1.530
C 4.221 1.892 -1.557
S 4.159 2.545 0.024
C 3.867 0.909 0.626
N 3.843 0.012 -0.289
N 3.704 0.716 1.968
C 3.023 -0.278 2.638
O 2.852 -0.179 3.828
C 2.527 -1.441 1.816
H 2.900 -2.374 2.240
H 2.792 -1.355 0.764
S 0.717 -1.571 1.975
C 0.260 -0.067 1.266
N 1.115 0.827 0.804
N 0.393 1.838 0.354
N -0.843 1.632 0.508
N -1.001 0.429 1.088
C -2.274 -0.065 1.399
C -3.357 0.790 1.178
C -4.642 0.375 1.462
C -4.854 -0.927 1.984
C -3.765 -1.756 2.191
C -2.475 -1.336 1.901
H -1.650 -2.008 2.070
H -3.902 -2.750 2.584
O -6.146 -1.249 2.239
C -6.430 -2.522 2.765
H -5.949 -2.673 3.737
H -6.123 -3.319 2.080
H -7.511 -2.552 2.890
O -5.757 1.123 1.284
C -5.612 2.425 0.768
H -5.007 3.054 1.428
H -6.621 2.829 0.708
H -5.165 2.413 -0.231
H -3.153 1.770 0.782
H 3.919 1.516 2.555
H 4.390 2.513 -2.412
H 4.020 1.289 -6.270
H 4.693 -0.120 -7.104
H 5.700 0.821 -5.994
*
```

* DFT total energy: -58768.210 eV
* LUMO: 0.558 eV
* Kohn-Sham gap: 8.82 eV
* highest occupied orbital energy: -8.264 eV
* structure (SMILES): CCOC(=O)c1csc(NC(=O)CSc2nnnn2-c2ccc(OC)c(OC)c2)n1
* energy relative to the best compared isomer or geometry (same formula, charge and spin): 43.2 kJ/mol

Charges computed using Löwdin, reported in e: -0.065 -0.223 0.130 0.128 -0.011 -0.450 0.129 -0.277 -0.328 1.067 -0.622 0.101 0.098 -0.535 0.077 -0.332 0.097 0.058 1.036 -0.558 0.033 -0.014 0.047 -0.034 -0.192 0.053 -0.191 -0.201 -0.003 -0.037 0.039 0.108 -0.060 -0.078 0.098 0.098 0.095 -0.056 -0.073 0.099 0.095 0.100 0.098 0.149 0.077 0.077 0.077 0.077



Entry from OMol25: an isolated molecule of C17H18N6OS at a distorted geometry (the ωB97M-V functional and the def2-TZVPD basis).

```
! wB97M-V def2-TZVPD RIJCOSX def2/J DEFGRID3
* xyz 0 1
C -5.685 -3.244 -4.042
C -4.887 -2.213 -3.448
C -3.883 -1.548 -4.195
C -3.045 -0.517 -3.437
C -3.177 -0.129 -2.092
C -4.098 -1.032 -1.232
C -4.920 -1.956 -1.778
H -5.562 -2.506 -1.549
H -4.103 -0.890 -0.329
C -2.337 0.639 -1.348
N -2.279 0.654 -0.122
N -1.449 1.709 0.440
C -1.773 2.195 1.802
O -2.498 1.391 2.570
C -0.692 3.136 2.247
H -0.229 2.638 3.370
H -1.418 4.043 2.689
S 0.542 3.605 1.280
C 1.721 2.291 1.340
N 2.863 2.184 0.854
N 3.554 1.310 1.280
C 4.773 0.583 1.151
C 5.123 -0.472 1.775
C 4.286 -0.943 2.966
N 3.260 -0.292 2.855
C 2.654 0.712 2.322
N 1.520 1.614 2.526
C 4.751 -2.107 3.547
H 4.874 -2.870 3.164
H 3.871 -2.213 4.446
H 5.696 -1.821 4.065
H 6.089 -0.730 1.496
C 5.419 1.278 -0.134
H 4.816 1.380 -0.992
H 5.588 2.448 0.123
H 6.432 0.639 -0.328
H -0.876 2.293 -0.202
H -1.618 0.987 -1.740
H -2.225 -0.021 -3.947
H -3.560 -1.722 -5.043
H -5.361 -4.230 -3.832
H -6.554 -3.336 -3.453
H -5.601 -2.940 -5.063
*
```

* DFT total energy: -39726.382 eV
* LUMO: -0.101 eV
* Kohn-Sham gap: 7.86 eV
* highest occupied orbital energy: -7.965 eV
* structure (SMILES): Cc1ccc(/C=N/NC(=O)CSc2nc3nc(C)cc(C)n3n2)cc1
* energy relative to the best compared isomer or geometry (same formula, charge and spin): 1748.5 kJ/mol

Charges computed using Löwdin, reported in e: -0.079 -0.167 0.009 0.028 -0.150 0.034 0.100 -0.039 0.005 -0.198 0.120 0.015 -0.393 -0.048 -0.597 0.182 0.164 0.955 -0.638 0.026 -0.012 -0.204 0.028 -0.337 0.154 -0.175 0.145 0.005 -0.051 0.184 0.126 0.095 -0.025 0.031 0.120 0.119 0.089 0.033 0.096 0.002 0.083 0.075 0.088



Entry from OMol25: a structure of composition C17H19BN6O2Os at a distorted geometry (the ωB97M-V functional and the def2-TZVPD basis).

```
! wB97M-V def2-TZVPD RIJCOSX def2/J DEFGRID3
* xyz 2 5
H -3.128 -1.729 -0.430
N -2.376 0.247 -0.160
B -1.973 2.765 -0.034
N -2.940 1.530 -0.183
C -4.259 1.394 -0.392
Os -0.470 -0.073 0.217
H -4.872 2.286 -0.418
C -4.559 0.036 -0.530
H -5.519 -0.411 -0.725
C -3.371 -0.669 -0.383
H -2.575 3.800 -0.124
C 4.072 -0.865 -0.748
H 4.304 -1.600 0.028
H 2.986 -0.710 -0.708
H 4.518 0.116 -0.545
N -0.946 2.629 -1.192
N -1.166 2.630 1.295
N -0.194 1.479 -1.264
N -0.473 1.438 1.534
C -0.546 3.478 -2.161
C -0.897 3.484 2.298
H -1.035 4.443 -2.245
H -1.332 4.471 2.291
C 0.481 2.876 -2.884
C -0.023 2.870 3.205
C 0.687 1.623 -2.290
C 0.233 1.589 2.698
H 1.016 3.280 -3.735
H 0.380 3.291 4.106
H 1.390 0.829 -2.505
H 0.865 0.792 3.061
H 4.335 -1.234 -1.722
O 0.022 -2.266 -0.041
C -0.102 -2.351 1.234
O -0.522 -1.266 1.840
C 0.182 -3.498 2.083
C -0.058 -3.324 3.446
C 0.373 -4.295 4.346
C 1.028 -5.436 3.865
C 1.213 -5.629 2.485
C 0.795 -4.654 1.579
H -0.577 -2.437 3.797
H 0.200 -4.169 5.412
H 1.370 -6.206 4.562
H 1.677 -6.540 2.104
H 0.916 -4.764 0.502
*
```

* <S²>: 6.036
* DFT total energy: -34099.048 eV
* LUMO (spin up / spin down): -7.351 / -11.404 eV
* Kohn-Sham gap (spin up / spin down): 6.00 / 3.30 eV
* highest occupied orbital energy (spin up / spin down): -13.351 / -14.702 eV
* energy relative to the best compared isomer or geometry (same formula, charge and spin): 0.0 kJ/mol

Charges computed using Löwdin, reported in e: 0.124 -0.201 -0.449 0.012 -0.005 1.671 0.146 -0.020 0.114 -0.071 0.130 -0.039 0.018 -0.025 0.031 -0.024 0.013 -0.140 -0.164 -0.016 -0.001 0.143 0.145 -0.018 -0.005 -0.081 -0.070 0.117 0.112 0.116 0.115 0.018 -0.068 -0.532 -0.177 -0.083 0.116 0.056 0.033 0.087 0.112 0.155 0.146 0.144 0.156 0.159



Q: Which of these has the highest energy relative to the best compared isomer or geometry (same formula, charge and spin)?
A: C17H18N6OS